1.
Here is a molecular structure, C5H27ClF3GaO11P at a distorted geometry from the Open Molecules 2025 dataset. Energies are from wB97M-V/def2-TZVPD.

Last column: Löwdin charge in e.
Geometry (Å):
O 0.295 -3.755 -0.472  -0.606
P -1.198 -3.498 -0.277  0.542
Ga -1.742 -1.220 -0.490  0.352
C -0.481 -0.194 -1.753  -0.252
C 1.014 -0.211 -1.350  -0.176
C 1.391 0.713 -0.220  -0.632
F 2.715 0.479 0.091  0.070
F 1.307 2.022 -0.516  0.121
F 0.732 0.525 0.912  0.120
C -3.721 -0.870 -1.068  -0.264
C -4.003 0.517 -0.605  -0.927
O -3.896 1.471 -1.259  0.021
Cl -4.523 0.621 1.141  0.528
H -1.539 -3.934 1.032  -0.047
H -2.034 -4.225 -1.182  -0.068
H -1.622 -0.579 0.977  -0.047
H -0.569 -0.726 -2.719  0.049
H -0.867 0.822 -1.946  0.039
H 1.277 -1.246 -1.072  0.110
H 1.671 0.064 -2.194  0.084
H -3.854 -0.944 -2.154  0.061
H -4.417 -1.546 -0.551  0.041
O 4.338 2.201 1.997  -0.064
H 5.058 1.618 1.726  0.013
H 3.579 1.882 1.492  0.015
O 2.154 3.142 4.365  -0.050
H 2.693 2.867 5.113  0.042
H 2.778 3.179 3.628  0.025
O 6.220 -0.103 2.695  -0.054
H 6.831 -0.079 3.439  0.039
H 5.389 -0.405 3.080  0.047
O -3.335 3.392 -3.477  -0.062
H -3.309 3.301 -2.516  0.019
H -4.156 3.865 -3.646  0.032
O -3.460 -5.871 0.370  -0.083
H -3.344 -6.298 -0.486  0.028
H -4.345 -6.132 0.648  0.030
O 2.832 1.398 -3.143  -0.053
H 2.290 1.819 -3.825  0.035
H 3.386 2.111 -2.808  0.049
O 0.026 2.949 -3.901  -0.062
H 0.133 2.903 -2.943  0.024
H -0.842 3.354 -4.021  0.017
O -0.203 -5.311 2.221  -0.098
H 0.316 -5.618 2.972  0.025
H 0.431 -5.255 1.490  0.017
O -0.676 3.926 3.647  -0.074
H 0.284 3.815 3.628  -0.009
H -1.004 3.064 3.925  0.033

Properties
**Lowest unoccupied orbital energy**: 2.23 eV
**Charge**: -1


2.
Here is 3 unconnected molecules or ions with the total composition C20H22BN5O10PS at a distorted geometry from the Open Molecules 2025 dataset. Energies are from wB97M-V/def2-TZVPD.

Last column: Löwdin charge in e.
Geometry (Å):
C 2.412 1.535 -0.882  -0.070
C 2.872 1.988 -2.262  -0.185
N 1.750 2.096 -3.232  0.059
N 0.575 2.556 -2.625  0.054
C 0.456 3.890 -2.389  -0.233
N 1.467 4.766 -2.759  0.154
C -0.701 4.353 -1.792  0.009
C -1.703 3.476 -1.419  -0.294
P -3.188 4.208 -0.629  0.381
S -2.811 5.779 0.415  0.218
C -1.569 2.092 -1.644  0.002
B -2.638 0.971 -1.203  -0.634
N -3.665 0.512 -2.071  0.222
O -2.493 0.435 0.038  0.188
C -0.424 1.710 -2.266  -0.178
O -0.189 0.369 -2.535  0.096
C -0.579 -0.001 -3.735  -0.287
N -0.907 -0.341 -4.782  0.230
H 1.986 2.372 -0.334  0.071
H 1.679 0.740 -0.969  0.066
H 3.263 1.172 -0.313  0.097
H 3.562 1.268 -2.698  0.129
H 3.418 2.928 -2.222  0.103
H 1.578 1.204 -3.673  0.126
H 1.939 4.431 -3.596  0.111
H 2.170 4.849 -2.031  0.117
H -0.790 5.416 -1.616  0.107
H -4.072 4.380 -1.703  0.006
H -3.715 3.110 0.066  -0.001
H -3.630 -0.451 -2.377  0.104
H -3.867 1.106 -2.863  0.089
H -2.017 1.006 0.649  0.107
C 1.869 -1.133 4.100  0.094
C 1.464 -0.616 2.936  -0.217
C 1.289 0.866 2.724  -0.302
O 0.931 1.216 1.603  0.046
C 1.545 1.764 3.817  0.073
C 1.950 1.256 4.996  -0.225
C 2.148 -0.232 5.206  -0.299
O 2.532 -0.582 6.301  0.135
O 2.208 1.989 6.054  0.144
O 1.182 -1.346 1.859  0.091
H 1.999 -2.194 4.257  0.144
H 1.402 2.823 3.659  0.136
H 2.483 1.376 6.765  0.132
H 0.925 -0.698 1.174  0.107
C -2.268 -4.870 0.105  0.075
C -1.158 -4.206 0.448  -0.234
C 0.175 -4.890 0.625  -0.311
O 1.117 -4.165 0.897  0.097
C 0.248 -6.323 0.458  0.076
C -0.863 -6.997 0.122  -0.233
C -2.192 -6.306 -0.091  -0.310
O -3.132 -7.006 -0.412  0.117
O -0.901 -8.304 -0.058  0.129
O -1.102 -2.897 0.674  0.096
H -3.226 -4.386 -0.025  0.134
H 1.203 -6.808 0.604  0.137
H -1.822 -8.527 -0.297  0.125
H -0.174 -2.733 0.954  0.077

Properties
**Lowest unoccupied orbital energy**: -4.71 eV
**Charge**: +1
**ΔE to the lowest compared entry with this formula, charge and spin**: 0.000 eV


3.
Here is 2 unconnected molecules or ions with the total composition C3H5NO2 from the Open Molecules 2025 dataset. Energies are from wB97M-V/def2-TZVPD.

Last column: Löwdin charge in e.
Geometry (Å):
O -1.499 -1.982 0.807  0.200
C -0.488 -1.495 0.500  -0.288
N 0.537 -0.935 0.154  0.166
C 1.786 -1.550 -0.064  -0.306
O 2.457 -1.292 -1.017  0.090
H 2.088 -2.269 0.720  0.139
C -0.966 1.905 -0.219  -0.051
H -1.668 1.123 0.080  0.007
H -1.232 2.825 0.301  0.017
H -1.068 2.071 -1.294  0.022
H 0.052 1.600 0.031  0.004

Properties
**Lowest unoccupied orbital energy**: 0.47 eV
**Structure (SMILES)**: O=C=NC=O.C
**ΔE to the lowest compared entry with this formula, charge and spin**: 1.030 eV


4.
Here is 2 unconnected molecules or ions with the total composition C5H13P at a distorted geometry from the Open Molecules 2025 dataset. Energies are from wB97M-V/def2-TZVPD.

Last column: Löwdin charge in e.
Geometry (Å):
C 0.827 -1.967 1.383  -0.144
C 0.048 -1.254 0.266  -0.476
P 1.022 0.149 -0.418  0.790
C 0.460 0.382 -2.090  -0.419
H 1.194 -1.280 2.059  0.031
H 0.135 -2.662 1.812  0.067
H 1.637 -2.435 0.852  0.060
H -0.841 -0.899 0.606  0.012
H -0.024 -1.909 -0.479  0.019
H 2.095 -0.718 -0.941  -0.027
H 0.380 -0.586 -2.581  0.021
H 1.242 0.834 -2.764  0.048
H -0.479 1.061 -1.919  0.043
C -1.301 2.525 0.495  -0.148
C -1.720 1.708 1.320  -0.143
H -0.526 3.217 0.796  0.066
H -1.678 2.444 -0.524  0.057
H -1.262 1.610 2.316  0.074
H -2.365 0.887 0.962  0.067

Properties
**Lowest unoccupied orbital energy**: 1.18 eV
**Structure (SMILES)**: CCPC.C=C
**ΔE to the lowest compared entry with this formula, charge and spin**: 2.241 eV


5.
Here is a molecular structure, C30H27F4N9O7P2Ti at a distorted geometry from the Open Molecules 2025 dataset. Energies are from wB97M-V/def2-TZVPD.

Last column: Löwdin charge in e.
Geometry (Å):
Ti 0.506 2.139 0.104  1.091
C -1.485 6.359 -1.317  -0.062
C -0.937 5.474 -0.195  -0.687
O -1.247 5.980 1.105  -0.070
P 0.938 5.619 -0.212  1.122
O 1.217 5.111 -1.728  -0.253
O 1.247 4.137 1.939  -0.041
O 1.397 4.049 0.512  -0.501
P -1.670 3.810 -0.268  0.453
O -0.837 3.038 -1.466  -0.189
O -3.111 3.794 -0.461  -0.194
O -0.997 2.946 0.869  -0.325
H -1.220 7.399 -1.119  0.102
H -2.571 6.278 -1.356  0.095
H -1.082 6.078 -2.291  0.084
H -2.199 6.131 1.183  0.120
H 2.023 5.485 -2.109  0.085
H 2.067 4.589 2.216  0.128
H -1.179 3.126 -2.365  0.136
N 1.937 -4.973 0.835  0.067
C 2.261 -4.043 1.986  -0.096
C 1.488 -2.747 1.794  -0.198
N 1.736 -2.100 0.502  -0.030
C 1.465 -3.023 -0.598  -0.189
C 2.246 -4.327 -0.496  -0.085
H 0.943 -5.206 0.865  0.181
H 2.447 -5.850 0.936  0.187
H 3.332 -3.867 1.969  0.108
H 2.000 -4.552 2.912  0.143
H 1.758 -2.078 2.607  0.112
H 0.413 -2.944 1.872  0.123
H 2.698 -1.777 0.449  0.081
H 1.712 -2.551 -1.547  0.131
H 0.391 -3.242 -0.607  0.122
H 3.319 -4.144 -0.511  0.141
H 1.991 -5.034 -1.282  0.139
N -4.721 -2.571 -0.698  0.175
C -5.679 -3.402 -0.158  -0.179
C -6.809 -4.014 -0.710  -0.010
C -7.554 -4.778 0.148  -0.061
C -7.204 -4.938 1.514  -0.064
C -6.096 -4.336 2.043  -0.007
C -5.319 -3.546 1.185  -0.214
N -4.185 -2.802 1.460  0.191
C -3.869 -2.242 0.326  -0.299
C -2.724 -1.352 0.194  -0.093
C -2.183 -0.973 -1.036  0.024
C -1.117 -0.107 -1.072  -0.097
N -0.560 0.387 0.042  -0.078
C -1.059 -0.004 1.234  -0.104
C -2.123 -0.850 1.357  0.035
H -4.727 -2.198 -1.631  0.160
H -7.091 -3.887 -1.747  0.116
H -8.442 -5.272 -0.226  0.113
H -7.837 -5.543 2.148  0.111
H -5.822 -4.456 3.083  0.119
H -2.581 -1.344 -1.972  0.124
H -0.678 0.210 -2.007  0.119
H -0.586 0.405 2.114  0.120
H -2.515 -1.125 2.327  0.131
F 4.448 3.151 1.507  0.128
C 4.677 2.374 0.443  -0.155
C 4.608 2.948 -0.812  -0.150
F 4.309 4.249 -0.883  0.129
C 4.528 2.163 -1.947  -0.031
C 4.814 0.814 -1.807  -0.150
C 4.909 0.241 -0.552  -0.130
F 4.898 -1.099 -0.463  0.110
C 4.700 0.995 0.589  -0.027
C 3.976 0.385 1.756  -0.131
C 2.726 0.872 1.716  -0.073
N 1.727 1.425 1.393  0.096
C 4.286 -0.845 2.408  -0.173
N 4.489 -1.863 2.906  0.194
F 4.714 -0.003 -2.853  0.143
C 3.463 2.551 -2.955  -0.143
C 2.342 2.215 -2.333  -0.100
N 1.582 1.806 -1.495  0.081
C 3.584 3.317 -4.154  -0.166
N 3.700 3.956 -5.103  0.184

Properties
**Lowest unoccupied orbital energy (alpha / beta)**: -7.34 / -7.34 eV
**Charge**: +2


6.
Here is 2 unconnected molecules or ions with the total composition C3H12N4 at a distorted geometry from the Open Molecules 2025 dataset. Energies are from wB97M-V/def2-TZVPD.

Last column: Löwdin charge in e.
Geometry (Å):
N 1.712 1.448 0.485  0.019
C 0.498 1.470 -0.208  -0.259
C 0.239 0.731 -1.319  -0.287
N -0.790 1.055 -2.246  -0.007
H 2.273 0.641 0.246  0.073
H 1.604 1.518 1.490  0.067
H -0.185 2.254 0.092  0.108
H 1.033 0.134 -1.753  0.111
H -0.433 1.367 -3.142  0.067
H -1.439 1.742 -1.880  0.066
N -0.020 -2.518 0.766  -0.017
C -0.871 -1.363 0.615  -0.401
N -0.529 -0.337 1.569  -0.021
H 0.051 -3.032 -0.111  0.066
H 0.930 -2.258 1.026  0.059
H -1.922 -1.680 0.672  0.101
H -0.604 -0.772 -0.445  0.105
H -0.255 -0.722 2.467  0.073
H -1.291 0.323 1.677  0.076

Properties
**Lowest unoccupied orbital energy**: 1.11 eV
**Structure (SMILES)**: N/C=C/N.NCN
**ΔE to the lowest compared entry with this formula, charge and spin**: 2.078 eV


7.
Here is a molecular structure, C18H15N3O19S3V at a distorted geometry from the Open Molecules 2025 dataset. Energies are from wB97M-V/def2-TZVPD.

Last column: Löwdin charge in e.
Geometry (Å):
O -0.470 0.373 0.784  -0.227
V -0.700 1.844 1.336  1.141
S -3.172 2.224 0.118  0.322
O -4.348 3.062 0.319  -0.335
O -2.774 1.714 1.487  -0.390
O -3.390 1.082 -0.780  -0.357
O -1.874 2.934 -0.144  -0.364
S -1.353 2.168 4.175  0.291
O -2.687 1.866 4.726  -0.384
O -0.476 2.718 5.221  -0.378
O -0.724 1.093 3.322  -0.391
O -1.482 3.247 3.146  -0.402
S 1.983 4.005 1.523  0.283
O 2.410 3.742 2.903  -0.366
O 1.007 2.903 1.108  -0.451
O 1.261 5.296 1.434  -0.394
O 3.113 3.979 0.570  -0.399
C -1.489 -1.620 -1.581  -0.056
C -1.008 -2.276 -2.712  -0.066
C -0.764 -3.637 -2.633  -0.035
C -0.893 -4.304 -1.431  -0.163
C -1.414 -3.658 -0.320  -0.003
C -1.696 -2.295 -0.382  -0.043
N -0.528 -5.725 -1.388  -0.356
O -0.693 -6.292 -0.318  0.035
O -0.160 -6.289 -2.403  0.020
H -1.731 -0.565 -1.669  0.088
H -0.817 -1.777 -3.651  0.094
H -0.388 -4.169 -3.499  0.102
H -1.400 -4.161 0.638  0.112
H -2.006 -1.825 0.541  0.113
C 0.319 -2.958 3.467  -0.118
C 0.443 -4.352 3.478  -0.138
C 1.159 -5.016 2.509  -0.070
C 1.783 -4.277 1.500  -0.183
C 1.684 -2.901 1.467  -0.030
C 0.938 -2.256 2.452  -0.094
N 2.377 -5.045 0.395  -0.492
O 2.382 -6.263 0.441  -0.120
O 2.770 -4.398 -0.561  -0.102
H -0.204 -2.420 4.246  0.091
H -0.028 -4.911 4.280  0.076
H 1.251 -6.092 2.542  0.087
H 2.102 -2.312 0.664  0.108
H 0.870 -1.176 2.433  0.089
C 0.993 6.065 -2.955  -0.095
C 0.967 5.443 -1.712  -0.028
C 0.778 4.073 -1.667  0.023
C 0.612 3.339 -2.831  -0.127
C 0.535 3.970 -4.059  -0.040
C 0.716 5.343 -4.118  -0.120
N 0.590 1.885 -2.673  -0.326
O 0.741 1.153 -3.659  0.031
O 0.510 1.509 -1.548  0.103
H 1.221 7.125 -3.010  0.086
H 1.066 5.998 -0.787  0.098
H 0.808 3.577 -0.696  0.070
H 0.580 3.380 -4.967  0.102
H 0.700 5.860 -5.071  0.079

Properties
**Lowest unoccupied orbital energy (alpha / beta)**: 7.38 / 7.38 eV
**Charge**: -4
**<S²>**: 0.762
**ΔE to the lowest compared entry with this formula, charge and spin**: 0.000 eV
**Spin multiplicity**: 2


8.
Here is a molecular structure, C3H2LaO3 at a distorted geometry from the Open Molecules 2025 dataset. Energies are from wB97M-V/def2-TZVPD.

Last column: Löwdin charge in e.
Geometry (Å):
C 1.797 -0.751 0.592  0.439
C 1.048 0.140 1.119  0.220
O 0.323 1.072 0.703  0.306
C -0.579 0.886 -0.394  -0.517
O -1.698 0.589 -0.071  -0.034
O 0.009 0.380 -1.405  0.167
H 2.157 -1.698 1.004  0.183
La -4.277 -0.036 -0.801  2.885
H 1.220 -0.582 -0.746  0.351

Properties
**Lowest unoccupied orbital energy (alpha / beta)**: -20.10 / -20.44 eV
**Charge**: +4
**<S²>**: 0.756
**ΔE to the lowest compared entry with this formula, charge and spin**: 0.475 eV
**Spin multiplicity**: 2


| no. | energy (eV) |
| --- | --- |
| 1 | -110488.199 |
| 2 | -69815.541 |
| 3 | -8776.665 |
| 4 | -14681.861 |
| 5 | -111840.002 |
| 6 | -9264.226 |
| 7 | -120464.675 |
| 8 | -10083.588 |